Formula: C23H16Co2NO6
Source: the Open Molecules 2025 dataset
Level of theory: ωB97M-V/def2-TZVPD

Geometry (Å):
C1 -1.181 -2.436 -0.118
N1 -1.030 -1.388 -1.129
C2 -0.820 -1.759 -2.377
C3 -0.414 -0.860 -3.439
C4 -1.274 -0.709 -4.550
C5 -1.001 0.232 -5.519
C6 0.179 0.992 -5.450
C7 1.096 0.773 -4.408
C8 0.808 -0.136 -3.399
H1 -0.199 -2.760 0.240
H2 -1.746 -2.049 0.716
H3 -1.673 -3.312 -0.545
H4 -1.037 -2.810 -2.600
H5 -2.169 -1.336 -4.575
H6 -1.713 0.392 -6.330
H7 0.365 1.762 -6.193
H8 2.029 1.338 -4.384
H9 1.503 -0.313 -2.580
O1 -1.712 -1.974 3.475
C9 -1.590 -0.845 3.254
Co1 -1.390 0.826 2.812
C10 -3.080 1.249 3.049
O2 -4.195 1.463 3.253
C11 -0.619 1.509 4.228
O3 -0.223 1.893 5.245
C12 0.161 0.457 1.426
C13 1.349 -0.333 1.799
C14 2.082 -0.133 2.984
C15 3.121 -1.008 3.323
C16 3.437 -2.093 2.506
C17 2.760 -2.258 1.296
C18 1.775 -1.343 0.913
C19 -0.564 0.607 0.299
C20 -1.345 -0.044 -0.753
Co2 -0.305 2.197 1.067
C21 0.670 3.035 2.279
O4 1.238 3.706 3.034
C22 -1.875 3.028 1.537
O5 -2.642 3.888 1.645
C23 0.243 3.238 -0.263
O6 0.615 4.101 -0.934
H10 1.869 0.728 3.625
H11 3.686 -0.835 4.240
H12 4.201 -2.805 2.800
H13 2.998 -3.084 0.631
H14 1.318 -1.366 -0.079
H15 -1.304 0.592 -1.650
H16 -2.404 -0.018 -0.402

## Properties
E_HOMO	-1.414	eV
energy relative to the best compared isomer or geometry (same formula, charge and spin)	53.3	kcal per mole
charge	-1
gap between HOMO and LUMO	3.294	eV
F_max	0.071	Eh/bohr

***

Formula: C19H26FN3O
Source: the Open Molecules 2025 dataset
Level of theory: ωB97M-V/def2-TZVPD

Geometry (Å):
C1 -3.279 -3.676 0.366
C2 -2.516 -2.659 -0.472
C3 -3.442 -1.567 -1.013
O1 -2.766 -0.610 -1.795
C4 -2.058 0.386 -1.072
C5 -2.809 1.719 -1.104
C6 -1.964 2.784 -0.417
C7 -0.584 2.863 -1.064
N1 0.069 1.573 -0.975
C8 -0.675 0.566 -1.701
H1 -0.135 -0.382 -1.650
H2 -0.803 0.830 -2.766
C9 1.466 1.615 -1.365
C10 2.182 0.387 -0.909
C11 3.182 -0.300 -1.562
N2 3.499 -1.371 -0.803
N3 2.757 -1.431 0.292
C12 1.955 -0.372 0.264
C13 0.951 -0.159 1.300
C14 0.687 1.093 1.847
C15 -0.318 1.291 2.775
C16 -1.080 0.212 3.190
C17 -0.810 -1.053 2.695
C18 0.197 -1.234 1.765
H3 0.420 -2.216 1.376
H4 -1.388 -1.900 3.033
H5 -1.873 0.360 3.907
H6 -0.486 2.281 3.169
F1 1.454 2.153 1.515
C19 4.499 -2.364 -1.064
H7 4.300 -2.873 -2.009
H8 4.467 -3.085 -0.249
H9 5.492 -1.912 -1.107
H10 3.678 -0.099 -2.491
H11 1.919 2.491 -0.889
H12 1.593 1.723 -2.459
H13 0.029 3.594 -0.531
H14 -0.686 3.196 -2.114
H15 -2.454 3.757 -0.480
H16 -1.841 2.524 0.636
H17 -3.777 1.614 -0.609
H18 -2.990 1.989 -2.146
H19 -1.918 0.081 -0.027
H20 -3.971 -1.081 -0.180
H21 -4.186 -2.010 -1.682
H22 -1.734 -2.195 0.132
H23 -2.035 -3.155 -1.318
H24 -4.051 -4.159 -0.228
H25 -2.604 -4.441 0.741
H26 -3.755 -3.189 1.215

## Properties
E_HOMO	-8.242	eV
structure (SMILES)	CCCO[C@@H]1CCCN(Cc2cn(C)nc2-c2ccccc2F)C1
energy relative to the best compared isomer or geometry (same formula, charge and spin)	0.0	kcal per mole
gap between HOMO and LUMO	9.075	eV
F_max	0.015	Eh/bohr

***

Formula: C4H10F12KO2P2
Source: the Open Molecules 2025 dataset
Level of theory: ωB97M-V/def2-TZVPD

Geometry (Å):
K1 -0.802 -0.685 -1.331
P1 -1.709 -1.805 2.709
F1 -3.242 -1.665 2.187
F2 -1.932 -0.508 3.654
F3 -2.178 -2.778 3.899
F4 -0.179 -1.901 3.202
F5 -1.488 -3.058 1.713
F6 -1.252 -0.802 1.487
P2 1.930 -2.827 -2.210
F7 2.529 -1.606 -1.328
F8 0.946 -1.725 -2.985
F9 3.082 -2.574 -3.310
F10 1.298 -3.987 -3.137
F11 2.814 -3.895 -1.426
F12 0.727 -3.019 -1.119
C1 -2.598 1.521 0.716
O1 -1.337 1.671 0.071
C2 -0.571 2.740 0.488
C3 0.859 2.432 0.070
O2 0.871 1.982 -1.272
C4 2.186 1.697 -1.718
H1 -2.449 1.498 1.797
H2 -3.048 0.589 0.397
H3 -3.232 2.378 0.453
H4 -0.569 2.869 1.582
H5 -0.938 3.691 0.064
H6 1.220 1.617 0.708
H7 1.459 3.342 0.170
H8 2.808 2.598 -1.754
H9 2.120 1.251 -2.708
H10 2.675 0.960 -1.068

## Properties
E_HOMO	-8.101	eV
energy relative to the best compared isomer or geometry (same formula, charge and spin)	0.0	kcal per mole
charge	-1
gap between HOMO and LUMO	10.037	eV
F_max	0.026	Eh/bohr

***

Q: Which formula does entry 1 have?
A: C23H16Co2NO6

***

Q: Number 2 is which compound?
A: C19H26FN3O

***

Repeat the first record exactly.
Formula: C23H16Co2NO6
Source: the Open Molecules 2025 dataset
Level of theory: ωB97M-V/def2-TZVPD

Geometry (Å):
C1 -1.181 -2.436 -0.118
N1 -1.030 -1.388 -1.129
C2 -0.820 -1.759 -2.377
C3 -0.414 -0.860 -3.439
C4 -1.274 -0.709 -4.550
C5 -1.001 0.232 -5.519
C6 0.179 0.992 -5.450
C7 1.096 0.773 -4.408
C8 0.808 -0.136 -3.399
H1 -0.199 -2.760 0.240
H2 -1.746 -2.049 0.716
H3 -1.673 -3.312 -0.545
H4 -1.037 -2.810 -2.600
H5 -2.169 -1.336 -4.575
H6 -1.713 0.392 -6.330
H7 0.365 1.762 -6.193
H8 2.029 1.338 -4.384
H9 1.503 -0.313 -2.580
O1 -1.712 -1.974 3.475
C9 -1.590 -0.845 3.254
Co1 -1.390 0.826 2.812
C10 -3.080 1.249 3.049
O2 -4.195 1.463 3.253
C11 -0.619 1.509 4.228
O3 -0.223 1.893 5.245
C12 0.161 0.457 1.426
C13 1.349 -0.333 1.799
C14 2.082 -0.133 2.984
C15 3.121 -1.008 3.323
C16 3.437 -2.093 2.506
C17 2.760 -2.258 1.296
C18 1.775 -1.343 0.913
C19 -0.564 0.607 0.299
C20 -1.345 -0.044 -0.753
Co2 -0.305 2.197 1.067
C21 0.670 3.035 2.279
O4 1.238 3.706 3.034
C22 -1.875 3.028 1.537
O5 -2.642 3.888 1.645
C23 0.243 3.238 -0.263
O6 0.615 4.101 -0.934
H10 1.869 0.728 3.625
H11 3.686 -0.835 4.240
H12 4.201 -2.805 2.800
H13 2.998 -3.084 0.631
H14 1.318 -1.366 -0.079
H15 -1.304 0.592 -1.650
H16 -2.404 -0.018 -0.402

## Properties
E_HOMO	-1.414	eV
energy relative to the best compared isomer or geometry (same formula, charge and spin)	53.3	kcal per mole
charge	-1
gap between HOMO and LUMO	3.294	eV
F_max	0.071	Eh/bohr